Entry from the OMol25 dataset: a structure of composition C37H45N5OSSiTl at a distorted geometry (ωB97M-V with the def2-TZVPD basis set).

As for the HOMO-LUMO gap: 6.711 eV. The net charge is +1. The calculation puts the LUMO energy at -2.9 eV.

Geometry as XYZ:
```
91
Properties=species:S:1:pos:R:3:forces:R:3:mulliken_charge:R:1
Tl 0.243 -0.079 -0.915 1.20 -0.93 0.63 1.5167
C 2.252 -0.694 1.632 0.18 0.02 0.04 -1.0335
N 2.263 0.301 0.532 -0.47 0.28 0.45 1.5661
C 2.226 1.646 1.108 0.03 0.09 -0.07 -1.4213
C 3.340 0.021 -0.356 0.15 0.22 -0.13 0.5572
C 4.490 0.788 -0.418 0.10 0.00 0.30 -0.1048
C 5.579 0.354 -1.162 0.12 0.15 0.02 -1.0470
C 5.507 -0.862 -1.811 -0.08 -0.23 -0.06 -0.8902
C 4.316 -1.581 -1.839 0.13 -0.12 0.01 -0.9369
C 3.175 -1.104 -1.189 -0.22 0.12 -0.25 -0.3529
N 1.888 -1.637 -1.250 -0.25 0.17 0.05 0.5394
C 1.397 -2.392 -2.299 -0.21 -0.07 -0.60 1.3045
C 2.017 -2.638 -3.539 0.06 0.06 0.18 -1.3872
C 1.363 -3.297 -4.561 -0.14 -0.06 -0.05 -1.1566
C 0.046 -3.711 -4.409 0.11 -0.08 -0.26 -0.9037
C -0.617 -3.431 -3.234 -0.04 -0.02 0.30 -0.5400
C 0.038 -2.792 -2.183 0.24 -0.48 -0.72 0.4755
N -0.658 -2.375 -1.028 -0.20 0.93 0.67 0.8330
C -0.176 -2.979 0.235 -0.15 -0.50 -0.05 -0.8550
C -2.124 -2.373 -1.080 0.05 -0.24 0.03 -1.3740
H 3.028 -0.442 2.365 0.00 -0.02 -0.08 0.5002
H 2.461 -1.682 1.232 -0.07 -0.01 -0.01 0.2746
H 1.279 -0.689 2.116 0.10 0.01 -0.02 -0.1567
H 3.047 1.805 1.814 0.00 0.00 -0.01 0.5403
H 1.281 1.760 1.641 0.02 0.02 0.00 -0.1483
H 2.283 2.399 0.320 0.00 -0.07 0.07 0.4360
H 4.569 1.700 0.165 -0.02 -0.13 -0.07 0.4117
H 6.492 0.938 -1.180 -0.07 -0.03 0.00 0.4289
H 6.382 -1.263 -2.309 -0.07 0.00 -0.01 0.4284
H 4.288 -2.542 -2.330 0.04 0.06 -0.04 0.8492
H 3.010 -2.263 -3.725 -0.04 -0.05 0.00 0.3764
H 1.878 -3.468 -5.498 0.00 0.00 0.05 0.4295
H -0.465 -4.236 -5.206 0.03 0.04 0.03 0.4095
H -1.654 -3.728 -3.126 0.09 0.04 0.01 0.4560
H -0.735 -3.905 0.419 0.06 0.05 -0.05 0.5015
H -0.338 -2.289 1.055 -0.02 -0.07 -0.04 -0.0728
H 0.880 -3.205 0.153 0.00 0.00 -0.04 0.3079
H -2.525 -3.391 -1.059 0.03 0.00 -0.02 0.4231
H -2.471 -1.867 -1.980 0.04 -0.14 0.05 0.6314
H -2.496 -1.844 -0.202 0.02 -0.06 -0.05 -0.0481
C 3.180 1.224 -3.827 0.07 0.02 0.02 -1.2021
C 2.383 2.203 -3.017 0.01 0.13 0.03 0.7339
C 2.621 3.575 -3.068 -0.02 -0.06 -0.01 -0.9186
C 1.806 4.425 -2.334 0.07 -0.06 -0.05 -0.5806
C 0.757 3.919 -1.584 -0.13 0.10 0.10 -0.6200
C 0.551 2.542 -1.591 0.30 -0.45 -0.22 -0.0494
N 1.391 1.715 -2.270 -0.59 0.35 0.22 -0.0200
N -0.461 1.887 -0.892 0.02 0.49 -0.32 0.2762
Si -2.136 2.404 -0.961 -0.47 0.23 -0.06 -0.2923
C -2.420 3.511 -2.453 0.03 -0.10 0.06 -1.1301
C -3.203 0.856 -1.194 0.21 0.21 -0.19 -0.4757
C -2.616 3.338 0.606 0.09 -0.05 -0.13 -0.8069
H 3.004 1.397 -4.891 0.02 0.02 0.03 0.5085
H 2.882 0.204 -3.592 0.02 0.06 0.02 -0.0599
H 4.252 1.333 -3.642 -0.10 -0.01 0.01 0.3277
H 3.426 3.964 -3.679 -0.03 -0.04 0.04 0.4655
H 1.991 5.492 -2.346 -0.02 -0.04 0.00 0.4674
H 0.123 4.568 -0.990 0.07 -0.09 -0.08 0.6036
H -2.132 3.011 -3.383 -0.02 0.01 0.07 0.3384
H -1.886 4.463 -2.413 -0.05 -0.10 0.05 0.3472
H -3.490 3.735 -2.516 0.06 0.00 0.00 0.4313
H -2.693 0.091 -1.794 -0.09 0.32 0.04 -0.1475
H -4.117 1.121 -1.736 0.08 0.02 0.07 0.6057
H -3.509 0.393 -0.261 -0.04 -0.08 0.19 0.0770
H -2.262 4.374 0.570 -0.01 -0.10 -0.04 0.4064
H -2.173 2.875 1.491 -0.03 0.06 -0.03 0.1083
H -3.701 3.373 0.748 0.08 -0.03 -0.06 0.3666
O -0.718 -0.302 1.575 -0.23 0.17 -0.23 -0.7391
S -2.026 0.176 2.165 -0.16 -0.26 0.52 0.4708
C -1.617 0.751 3.816 -0.12 0.06 -0.14 0.5156
C -0.462 0.316 4.444 0.07 -0.10 -0.13 0.0251
C -0.176 0.781 5.717 0.03 0.02 0.08 -0.8632
C -1.041 1.669 6.346 0.04 -0.01 0.03 -0.5280
C -2.190 2.105 5.703 -0.03 0.03 0.00 -0.8096
C -2.481 1.652 4.424 -0.10 -0.03 -0.11 -0.2706
C -2.942 -1.317 2.601 0.09 0.15 -0.10 0.2277
C -4.325 -1.293 2.509 -0.05 0.19 -0.09 -0.1362
C -5.046 -2.442 2.813 -0.04 0.04 -0.01 -0.7362
C -4.379 -3.595 3.191 0.06 -0.06 0.02 -0.5313
C -2.989 -3.610 3.274 -0.07 -0.07 0.03 -0.8492
C -2.265 -2.468 2.980 0.13 0.13 0.03 -0.0348
H 0.207 -0.366 3.931 -0.05 0.05 0.09 0.0711
H 0.723 0.451 6.224 -0.04 0.01 -0.04 0.4520
H -0.809 2.030 7.340 -0.02 -0.02 -0.04 0.4030
H -2.855 2.806 6.191 0.03 -0.03 -0.03 0.4294
H -3.371 1.999 3.905 0.09 -0.03 0.05 0.4041
H -4.842 -0.389 2.198 0.07 -0.08 0.03 0.3762
H -6.126 -2.435 2.745 0.04 0.01 0.00 0.4380
H -4.941 -4.491 3.421 0.02 0.03 0.00 0.4211
H -2.475 -4.515 3.575 -0.01 0.05 -0.02 0.4576
H -1.183 -2.460 3.038 -0.07 -0.04 0.05 0.2781
```
Positions in Å, forces in eV/Å.

---

Entry from the OMol25 dataset: a structure of composition C32H29N4O2P2PtS at a distorted geometry (ωB97M-V with the def2-TZVPD basis set).

As for the HOMO-LUMO gap (spin up / spin down): 6.571 / 5.607 eV. Its multiplicity is 3. The net charge is +1. The expectation value of S² is 2.02. The calculation puts the LUMO energy (spin up / spin down) at -2.2 / -5.1 eV.

Geometry as XYZ:
```
71
Properties=species:S:1:pos:R:3:forces:R:3:mulliken_spin:R:1
Pt -0.685 -1.237 -2.269 -0.28 0.49 -0.94 0.2987
N 1.269 -1.503 -6.137 0.07 -0.13 -0.33 0.0428
C 0.463 -1.540 -5.058 -0.10 1.02 1.19 0.0491
S 0.556 -0.184 -3.908 -0.33 -0.90 0.16 0.2511
N -0.362 -2.518 -4.855 -0.04 -0.83 -1.14 0.1283
N -0.978 -2.567 -3.691 1.19 1.73 1.16 0.2716
C -2.105 -3.291 -3.524 -0.93 -0.62 0.25 0.3369
C -2.701 -3.236 -2.267 0.00 -0.03 -0.23 0.0628
C -3.811 -4.022 -1.865 -0.03 0.06 -0.04 0.0981
C -4.291 -3.914 -0.591 0.15 0.05 -0.09 0.0079
C -3.650 -3.043 0.311 -0.05 -0.01 -0.13 0.1793
C -2.599 -2.276 -0.133 -0.16 0.11 0.47 -0.0227
N -2.151 -2.326 -1.382 0.25 -0.24 -0.21 0.1879
H 1.708 -0.636 -6.396 -0.04 -0.09 0.03 0.0020
H 1.143 -2.204 -6.849 -0.03 0.05 -0.01 -0.0012
H -2.496 -3.863 -4.353 0.07 -0.04 0.01 0.0201
H -4.260 -4.683 -2.590 -0.04 -0.08 -0.01 0.0037
H -5.145 -4.491 -0.270 0.00 -0.06 -0.02 0.0013
H -3.986 -2.967 1.329 0.00 0.07 0.17 0.0091
H -2.090 -1.589 0.529 0.00 0.01 -0.08 -0.0174
O -0.930 0.555 -0.928 -0.05 -0.80 -1.04 0.0469
P -0.795 1.269 0.369 0.09 0.44 1.31 0.0090
C 0.034 0.239 1.652 0.00 0.02 -0.86 0.0004
P 1.276 -0.838 0.809 0.52 0.30 0.93 0.0123
O 0.641 -1.742 -0.180 -0.35 -0.30 -0.44 0.0153
C 2.054 -1.758 2.167 -0.23 0.47 -0.45 0.0029
C 3.426 -1.958 2.215 -0.01 0.05 -0.06 0.0005
C 3.969 -2.711 3.242 0.08 -0.03 0.02 -0.0003
C 3.146 -3.258 4.214 0.01 0.01 0.00 0.0008
C 1.775 -3.067 4.157 -0.12 -0.02 0.03 -0.0004
C 1.228 -2.321 3.131 -0.04 0.02 -0.01 0.0009
C 2.476 0.315 0.103 -0.18 -0.45 0.25 0.0018
C 2.746 0.228 -1.255 -0.16 -0.21 0.01 0.0237
C 3.643 1.102 -1.838 0.10 0.02 -0.04 0.0049
C 4.298 2.034 -1.053 -0.03 0.05 -0.06 -0.0008
C 4.046 2.108 0.309 0.06 0.10 0.13 0.0000
C 3.129 1.255 0.892 0.00 -0.05 -0.04 0.0002
C 0.156 2.790 0.153 -0.37 -0.36 0.06 0.0017
C 0.258 3.271 -1.147 -0.03 -0.16 -0.04 -0.0037
C 0.942 4.445 -1.397 0.05 0.09 0.00 0.0004
C 1.528 5.137 -0.349 -0.01 -0.02 -0.01 0.0000
C 1.416 4.663 0.949 0.00 0.06 0.14 0.0000
C 0.723 3.495 1.206 -0.05 0.00 -0.01 0.0000
C -2.421 1.637 1.081 0.43 -0.05 -0.32 0.0006
C -3.548 1.336 0.329 0.10 -0.08 -0.13 0.0011
C -4.808 1.566 0.853 -0.10 0.03 0.07 -0.0005
C -4.940 2.098 2.125 -0.01 -0.02 -0.04 -0.0007
C -3.813 2.407 2.873 0.02 0.05 0.12 0.0004
C -2.552 2.180 2.354 0.01 -0.03 -0.02 0.0006
H -0.726 -0.399 2.109 0.04 0.04 -0.01 0.0004
H 0.494 0.845 2.429 0.07 0.07 0.06 -0.0003
H 4.055 -1.524 1.451 0.12 0.01 0.00 0.0000
H 5.035 -2.872 3.283 0.11 -0.01 0.01 0.0000
H 3.571 -3.838 5.019 0.07 -0.06 0.06 0.0000
H 1.128 -3.496 4.908 -0.01 -0.06 0.07 0.0000
H 0.158 -2.180 3.066 -0.08 -0.07 0.10 0.0003
H 2.249 -0.535 -1.839 0.03 0.02 -0.02 -0.0247
H 3.845 1.051 -2.898 0.00 -0.04 -0.09 -0.0030
H 5.012 2.707 -1.502 0.09 0.09 -0.04 0.0000
H 4.572 2.834 0.911 0.02 0.07 0.07 0.0001
H 2.928 1.311 1.954 0.04 0.03 0.09 -0.0001
H -0.201 2.710 -1.948 0.01 -0.01 -0.12 0.0000
H 1.014 4.823 -2.404 0.03 0.02 -0.11 0.0000
H 2.070 6.050 -0.542 0.05 0.09 -0.02 0.0000
H 1.866 5.209 1.764 0.04 0.06 0.07 0.0000
H 0.627 3.140 2.222 0.04 -0.01 0.12 0.0001
H -3.423 0.919 -0.659 -0.04 -0.04 -0.11 0.0001
H -5.686 1.334 0.269 -0.07 -0.03 -0.05 -0.0003
H -5.922 2.274 2.537 -0.06 0.02 0.03 -0.0001
H -3.920 2.826 3.863 -0.01 0.03 0.06 0.0000
H -1.674 2.421 2.936 0.07 0.05 0.13 0.0001
```
Positions in Å, forces in eV/Å.

---

Entry from the OMol25 dataset: a cluster of 2 separate species, C3H9N2O3 in total at a distorted geometry (ωB97M-V with the def2-TZVPD basis set).

As for the HOMO-LUMO gap: 8.357 eV. The net charge is -1. The calculation puts the LUMO energy at 3.8 eV.

Geometry as XYZ:
```
17
Properties=species:S:1:pos:R:3:forces:R:3:mulliken_charge:R:1
C 1.416 1.005 -0.134 -1.20 0.05 -0.02 -0.5469
N 1.081 -0.270 0.412 0.55 -0.54 0.01 -0.2833
C -0.190 -0.481 1.020 0.25 0.02 -0.06 0.6159
O -0.885 0.536 1.210 -0.16 -0.01 0.05 -0.7125
O -0.433 -1.680 1.306 -0.12 -0.09 0.06 -0.8662
C 0.752 1.334 -1.482 0.30 0.88 -0.59 -0.5495
N 1.660 1.606 -2.616 -0.39 -0.28 -0.10 -0.6609
H 2.493 1.128 -0.225 0.22 0.05 0.09 0.4009
H 0.982 1.690 0.592 0.40 0.36 0.08 0.2519
H 1.463 -1.075 -0.058 -0.15 -0.13 0.16 0.2027
H 0.030 0.604 -1.805 -0.02 -0.77 0.08 0.4241
H 0.127 2.214 -1.387 0.00 0.41 0.22 0.2878
H 2.142 0.758 -2.889 0.18 0.13 0.08 0.2276
H 2.339 2.313 -2.372 0.15 -0.09 0.06 0.2332
H -3.277 -1.018 0.595 0.12 0.15 0.03 0.2864
H -2.125 -1.927 1.017 0.02 0.12 -0.37 0.3943
O -2.995 -1.933 0.537 -0.17 -0.26 0.22 -0.7055
```
Positions in Å, forces in eV/Å.

---

Entry from the OMol25 dataset: a structure of composition C10H14BBeClN6O4 at a distorted geometry (ωB97M-V with the def2-TZVPD basis set).

As for the HOMO-LUMO gap: 9.533 eV. The calculation puts the LUMO energy at 0.5 eV.

Geometry as XYZ:
```
37
Properties=species:S:1:pos:R:3:forces:R:3:mulliken_charge:R:1
H 0.011 2.754 2.071 -0.16 -0.10 0.08 0.4726
N 0.278 1.627 0.299 0.32 1.63 -0.51 0.4119
B 0.818 0.851 -2.083 -1.42 -0.58 0.68 0.1137
N 0.597 1.969 -1.004 0.18 0.01 1.05 -0.0338
C 0.671 3.310 -1.100 -0.34 -0.77 0.65 -0.0882
Be 0.319 0.112 0.916 -0.16 0.63 -0.76 -1.0415
H 0.855 3.759 -2.064 0.10 0.06 0.14 0.4653
C 0.411 3.856 0.157 -0.08 -0.44 -0.14 -1.1671
H 0.377 4.892 0.411 0.03 0.31 0.08 0.3995
C 0.178 2.769 1.009 0.39 -0.05 -1.45 0.0887
H 1.357 1.230 -3.081 0.13 0.04 0.15 -0.1017
C -2.026 -2.751 2.582 -0.12 0.05 -0.03 -0.8681
H -2.391 -2.995 3.585 0.11 0.12 -0.18 0.2946
H -1.057 -3.236 2.431 -0.12 0.13 0.01 0.2313
H -2.739 -3.139 1.849 0.13 0.09 0.06 0.3155
N -0.601 0.286 -2.370 -0.33 -0.35 0.85 0.3988
N 1.579 -0.326 -1.374 0.31 -0.23 1.03 -0.1024
N -1.288 -0.203 -1.270 -0.17 0.13 -1.07 -0.4469
N 1.333 -0.706 -0.046 1.57 -0.70 -1.44 0.4573
C -1.328 0.153 -3.499 -0.47 -0.21 0.71 -0.2353
C 2.574 -1.078 -1.877 -0.46 0.12 1.07 -0.0724
H -0.941 0.498 -4.452 -0.13 -0.13 0.23 0.4218
H 2.914 -0.962 -2.902 -0.16 0.06 0.34 0.4427
C -2.543 -0.431 -3.141 0.54 0.22 0.05 -0.7920
C 3.016 -1.931 -0.870 -0.16 -0.04 0.36 -1.1337
C -2.464 -0.628 -1.743 0.81 0.37 -0.67 -0.3870
C 2.233 -1.665 0.260 -0.25 0.59 -1.23 0.0714
H -3.353 -0.675 -3.800 -0.13 -0.04 -0.05 0.3941
H 3.808 -2.645 -0.928 0.23 -0.21 -0.09 0.3967
H -3.210 -1.068 -1.101 0.09 0.03 0.13 0.4502
H 2.276 -2.085 1.257 -0.09 0.03 -0.17 0.5219
H -1.929 -1.660 2.489 -0.11 -0.58 -0.03 0.0307
O -1.282 -0.342 4.320 1.30 0.49 -0.06 -0.5685
Cl 0.058 0.023 3.964 -0.22 -0.21 -0.73 1.8802
O 0.412 1.355 4.373 -0.26 -1.10 -0.48 -0.5834
O 1.036 -0.960 4.338 -0.78 0.86 -0.36 -0.5873
O 0.040 0.043 2.392 -0.13 -0.24 1.79 -0.0494
```
Positions in Å, forces in eV/Å.

---

| no. | energy (Eh) |
| --- | --- |
| 1 | -2645.913449 |
| 2 | -2806.402259 |
| 3 | -455.027480 |
| 4 | -1518.667727 |